Record 1
25
Properties=species:S:1:pos:R:3:forces:R:3:lowdin_charge:R:1 method="wB97M-V/def2-TZVPD" charge=+1 spin_multiplicity=1
O -2.951705 2.929200 -0.128709 0.063 -0.411 0.072 -0.4005
P -2.920148 1.357531 -0.425243 -0.536 0.185 -0.331 0.6035
Cl -2.928961 0.658664 1.475758 0.141 -0.103 -0.030 0.3867
N -1.065516 1.126419 -0.840397 -0.454 0.396 -0.397 -0.6287
I -0.328833 2.853018 -1.810436 0.163 -0.197 0.315 1.0847
C -0.932528 -0.055993 -1.766269 0.537 -0.565 0.379 -0.2858
C 0.254817 -0.966433 -1.476415 -0.213 0.483 -0.009 -0.0509
C 0.180220 -1.679956 -0.127752 0.239 -0.766 -0.647 -0.4514
F -0.958808 -1.373122 0.525340 -0.130 -0.023 0.153 0.0680
F 0.123754 -3.017695 -0.370019 -0.022 0.100 0.065 0.1356
C 1.434257 -1.555607 0.789837 0.566 -0.952 0.467 -0.3833
F 1.305280 -2.459587 1.792805 0.198 0.965 -0.890 0.1421
F 2.499837 -1.893726 0.014443 -0.834 0.330 0.672 0.1311
S 1.784148 0.158363 1.558290 0.782 -0.642 0.682 0.7642
F 0.212120 0.354879 1.753040 -0.473 0.198 0.242 -0.1835
F 1.899727 -0.410370 3.013864 -0.109 0.053 -0.157 -0.0903
F 3.328181 0.007066 1.351867 -0.005 0.034 -0.011 -0.0898
F 1.644536 0.788968 0.100046 0.032 0.254 -0.598 -0.1870
F 1.979319 1.610234 2.095879 0.163 0.202 0.217 -0.0849
H -2.738566 3.118207 0.795765 -0.009 0.453 0.139 0.0541
H -0.565611 0.980632 0.037803 0.228 0.066 -0.072 0.0102
H -1.833608 -0.653107 -1.724937 -0.415 0.030 0.184 0.1074
H -0.829443 0.301742 -2.775721 -0.106 0.229 -0.295 0.0816
H 1.196746 -0.456877 -1.613735 0.154 0.089 -0.003 0.1198
H 0.210784 -1.722451 -2.245107 0.040 -0.407 -0.151 0.1471



Record 2
13
Properties=species:S:1:pos:R:3:forces:R:3:lowdin_charge:R:1 method="wB97M-V/def2-TZVPD" smiles="N[C@]1(NC=O)CO1" spin_multiplicity=1
N -1.292677 0.054558 -1.317665 0.018 0.020 -0.079 0.1217
C -0.548458 0.061667 -0.105731 0.202 -0.088 -0.099 -0.5727
O -1.358317 0.392463 0.992560 0.057 0.304 0.034 0.0132
C -0.645732 -0.859084 1.032527 0.055 -0.291 0.036 -0.0418
O 2.135598 -0.284432 1.157973 -0.014 0.355 -0.357 0.0183
C 1.892467 0.527782 0.289943 0.101 -0.134 0.201 -0.3220
N 0.696053 0.736589 -0.340044 -0.019 0.084 0.158 0.1219
H -2.279634 -0.111231 -1.175968 0.181 -0.131 0.048 0.0934
H -0.896836 -0.505765 -2.057539 -0.053 -0.135 0.078 0.0872
H -1.220060 -1.780018 0.944877 -0.200 0.256 -0.026 0.1167
H 0.159700 -0.860841 1.758682 -0.141 -0.176 -0.168 0.0974
H 2.670554 1.216627 -0.086695 -0.089 -0.063 -0.051 0.1311
H 0.687348 1.411683 -1.092920 -0.098 -0.001 0.224 0.1355



no.,Kohn-Sham gap (Eh),E_LUMO (eV)
1,0.3341,-5.4498
2,0.3867,0.8378